The following is a quantum chemistry calculation of C5H5IO as an isolated structure at a distorted geometry, from the Open Molecules 2025 dataset.

## Properties
ΔE to the lowest compared entry with this formula, charge and spin = 30.8 kcal per mole
Calculated total energy = -566.22476 Ha
F_max = 5.4 eV Å⁻¹
Frontier orbital gap (spin up / spin down) = 5.44 / 6.76 eV

ORCA input file:
```
! wB97M-V def2-TZVPD RIJCOSX def2/J DEFGRID3
* xyz 0 3
C 0.55 -1.17 0.11
C 1.50 -0.28 -0.04
C 0.39 1.35 -0.05
C -0.87 -0.72 0.08
C -0.97 0.78 -0.02
O 0.87 2.39 0.11
I 3.45 -0.41 -0.01
H 0.73 -2.30 0.12
H -1.26 -1.03 -0.90
H -1.42 -1.02 1.02
H -1.48 1.48 0.64
H -1.47 0.93 -1.06
*
```


The following is a quantum chemistry calculation of a 5-piece molecular cluster, C28H28F4O2S overall at a distorted geometry, from the Open Molecules 2025 dataset.

## Properties
ΔE to the lowest compared entry with this formula, charge and spin = 0.0 kcal per mole
Calculated total energy = -2031.62240 Ha
F_max = 8.7 eV Å⁻¹
Frontier orbital gap = 9.28 eV
SMILES = O=S1(=O)CCCC1.Fc1ccccc1.Fc1ccccc1.Fc1ccccc1.Fc1ccccc1

ORCA input file:
```
! wB97M-V def2-TZVPD RIJCOSX def2/J DEFGRID3
* xyz 0 1
O 14.93 46.91 3.02
S 14.43 45.73 2.29
O 13.07 45.57 2.08
C 15.29 45.56 0.75
C 15.86 44.09 0.81
C 16.06 43.80 2.33
C 15.02 44.30 3.10
H 15.93 46.43 0.76
H 14.52 45.90 0.16
H 15.19 43.49 0.18
H 16.80 43.94 0.13
H 16.92 44.35 2.62
H 16.33 42.83 2.69
H 15.23 44.32 4.03
H 14.22 43.77 3.10
F 19.51 46.00 2.35
C 18.99 46.54 3.49
C 18.92 47.84 3.72
C 18.47 48.31 4.97
C 18.07 47.55 6.02
C 18.03 46.15 5.72
C 18.59 45.64 4.52
H 19.09 48.65 3.04
H 18.62 49.48 5.35
H 17.94 47.89 6.91
H 17.69 45.49 6.56
H 18.59 44.60 4.33
F 9.68 47.82 1.50
C 10.68 48.69 1.34
C 10.62 49.49 0.19
C 11.73 50.28 -0.16
C 12.89 50.29 0.75
C 12.83 49.44 1.95
C 11.74 48.70 2.14
H 9.83 49.48 -0.56
H 11.74 50.93 -0.98
H 13.87 50.80 0.55
H 13.71 49.30 2.54
H 11.70 47.99 2.99
F 11.92 46.52 9.24
C 12.77 47.22 8.51
C 13.34 46.67 7.29
C 14.35 47.36 6.58
C 14.81 48.61 6.95
C 14.41 49.12 8.21
C 13.41 48.45 8.94
H 13.19 45.56 6.99
H 14.68 46.76 5.68
H 15.47 49.10 6.28
H 14.74 49.98 8.66
H 13.21 48.73 9.88
F 16.71 42.00 5.73
C 16.26 42.27 7.02
C 16.59 41.39 8.09
C 16.05 41.63 9.39
C 15.28 42.84 9.61
C 15.10 43.72 8.59
C 15.42 43.46 7.25
H 17.31 40.49 8.05
H 16.33 40.82 10.02
H 14.92 43.02 10.56
H 14.60 44.70 9.07
H 15.24 44.17 6.54
*
```


The following is a quantum chemistry calculation of C2O3Y as an isolated structure at a distorted geometry, from the Open Molecules 2025 dataset.

## Properties
Calculated total energy = -339.45620 Ha
F_max = 3.9 eV Å⁻¹
Frontier orbital gap (spin up / spin down) = 5.26 / 8.72 eV

ORCA input file:
```
! wB97M-V def2-TZVPD RIJCOSX def2/J DEFGRID3
* xyz 2 2
O 2.27 -0.43 -0.41
C 3.15 -1.14 -0.52
O -1.37 1.05 0.84
C -2.25 0.17 0.62
O -2.23 -0.72 -0.20
Y 0.43 1.08 -0.33
*
```


The following is a quantum chemistry calculation of a 2-piece molecular cluster, C25H29NO3 overall at a distorted geometry, from the Open Molecules 2025 dataset.

## Properties
ΔE to the lowest compared entry with this formula, charge and spin = 44.2 kcal per mole
Calculated total energy = -1250.41895 Ha
F_max = 2.5 eV Å⁻¹
Frontier orbital gap = 3.14 eV

ORCA input file:
```
! wB97M-V def2-TZVPD RIJCOSX def2/J DEFGRID3
* xyz 0 1
C -5.22 -1.33 -2.95
C -4.04 -0.41 -2.80
O -2.88 -1.22 -2.61
C -1.76 -0.48 -2.40
C -0.56 -1.33 -2.43
C -0.76 -2.78 -2.59
C 0.73 -0.68 -2.52
C 1.95 -1.58 -2.60
O 0.89 0.54 -2.57
O -1.86 0.73 -2.22
H -6.14 -0.76 -3.00
H -5.14 -1.92 -3.86
H -5.30 -2.01 -2.10
H -3.90 0.21 -3.69
H -4.16 0.25 -1.93
H -1.83 -2.99 -2.55
H -0.40 -3.12 -3.57
H -0.23 -3.33 -1.81
H 1.69 -2.65 -2.63
H 2.52 -1.32 -3.49
H 2.59 -1.38 -1.74
C 4.68 0.83 2.08
C 3.47 1.27 1.38
N 3.47 2.31 0.50
C 4.68 3.00 0.06
C 2.18 2.61 0.07
C 1.31 1.66 0.65
C 0.00 1.59 0.21
C -0.41 2.51 -0.76
C 0.47 3.43 -1.35
C 1.80 3.51 -0.91
C 2.13 0.77 1.47
C 1.73 -0.40 2.10
C 0.42 -0.70 2.61
C -0.51 0.29 3.05
C -1.78 -0.06 3.47
C -2.22 -1.39 3.41
C -3.66 -1.72 3.63
C -1.28 -2.38 3.11
C 0.02 -2.06 2.78
H 4.37 0.08 2.80
H 5.40 0.37 1.38
H 5.19 1.64 2.62
H 4.42 3.68 -0.75
H 5.11 3.59 0.88
H 5.43 2.28 -0.29
H -0.65 0.80 0.60
H -1.43 2.47 -1.12
H 0.11 4.05 -2.17
H 2.51 4.22 -1.31
H 2.50 -1.15 2.27
H -0.20 1.34 3.05
H -2.48 0.72 3.79
H -3.82 -2.80 3.67
H -4.05 -1.26 4.55
H -4.27 -1.32 2.81
H -1.59 -3.43 3.13
H 0.77 -2.84 2.60
*
```